# C4H7NO2

C4H7NO2 in the gas phase in a non-equilibrium geometry (the ωB97M-V functional and the def2-TZVPD basis, the Open Molecules 2025 dataset).

```
14
C4H7NO2 (the ωB97M-V functional and the def2-TZVPD basis)
C 1.429 0.735 1.193
C 0.406 0.364 0.077
C 0.541 -1.063 -0.215
O 0.708 -1.878 0.664
C -1.341 -0.150 -0.039
O -1.991 -0.824 0.715
N -1.799 0.263 -1.263
H 1.048 0.533 2.188
H 2.305 0.071 1.084
H 1.821 1.762 1.146
H 0.451 1.084 -0.743
H 0.349 -1.311 -1.271
H -1.169 0.377 -2.041
H -2.758 0.037 -1.495
```

Summary:
Relative energy (zero: lowest compared OMol25 entry of this formula, charge and spin), kcal/mol: 57.1
Structure (SMILES): C[C@@H](C=O)C(N)=O
Energy, hartree: -361.789870
Highest occupied orbital energy, eV: -9.49
Frontier orbital gap, eV: 10.0
Multiplicity: 1

=====

# C3H4O

C3H4O in the gas phase (the ωB97M-V functional and the def2-TZVPD basis, the Open Molecules 2025 dataset).

```
8
C3H4O (the ωB97M-V functional and the def2-TZVPD basis)
O -1.052 -1.259 1.225
C -0.135 -0.262 1.064
C 0.096 0.385 -0.049
C 0.557 0.779 -1.205
H -1.439 -1.439 0.356
H 0.407 -0.030 1.974
H 1.354 0.168 -1.621
H 0.211 1.657 -1.745
```

Summary:
Relative energy (zero: lowest compared OMol25 entry of this formula, charge and spin), kcal/mol: 24.5
Structure (SMILES): C=C=CO
Energy, hartree: -191.870892
Highest occupied orbital energy, eV: -8.93
Frontier orbital gap, eV: 9.7
Multiplicity: 1

=====

# C18H45N6O4P3

3 unconnected molecules or ions with the total composition C18H45N6O4P3 in a non-equilibrium geometry (the ωB97M-V functional and the def2-TZVPD basis, the Open Molecules 2025 dataset).

```
76
C18H45N6O4P3 (the ωB97M-V functional and the def2-TZVPD basis)
C 0.287 -0.476 -2.861
C 0.486 0.711 -2.093
C 0.899 2.236 -1.596
C 0.271 3.439 -2.515
C -1.025 3.019 -3.426
P -2.653 2.895 -2.387
C -3.208 1.062 -2.230
O -2.847 0.211 -3.212
O -4.024 0.609 -1.090
H 0.143 -1.334 -3.679
H 2.085 2.335 -1.682
H 0.664 2.339 -0.444
H -0.054 4.322 -1.786
H 1.099 3.846 -3.253
H -0.860 2.078 -4.117
H -1.214 3.928 -4.177
H -2.352 3.441 -1.088
H -3.686 3.668 -3.026
O 0.267 -3.769 -2.595
P 1.076 -5.089 -2.597
N -0.282 -5.982 -3.079
C -1.006 -7.001 -2.353
C -0.787 -5.773 -4.430
N 1.210 -5.130 -0.871
C 0.790 -6.222 -0.006
C 0.982 -3.869 -0.147
N 2.005 -6.607 -2.599
C 3.441 -6.265 -2.448
C 1.946 -7.505 -3.764
H -0.343 -7.741 -1.900
H -1.670 -7.589 -2.997
H -1.633 -6.556 -1.575
H -0.151 -6.278 -5.162
H -0.804 -4.707 -4.688
H -1.809 -6.141 -4.569
H -0.289 -6.224 0.154
H 1.266 -6.141 0.980
H 1.099 -7.203 -0.377
H -0.084 -3.627 -0.098
H 1.517 -3.039 -0.625
H 1.366 -3.916 0.879
H 3.801 -5.704 -3.319
H 4.055 -7.165 -2.331
H 3.621 -5.648 -1.563
H 2.196 -6.977 -4.691
H 0.971 -7.982 -3.885
H 2.645 -8.340 -3.642
O 0.983 3.531 2.182
P -0.041 3.823 3.306
N -0.709 5.114 2.434
C -0.701 6.525 2.748
C -1.460 4.800 1.225
N 1.166 4.424 4.392
C 1.166 5.730 5.033
C 2.564 4.057 4.116
N -1.219 4.160 4.597
C -1.169 3.037 5.566
C -2.645 4.320 4.270
H -0.986 6.724 3.784
H -1.425 7.096 2.154
H 0.281 6.964 2.555
H -2.450 4.412 1.475
H -0.947 4.038 0.626
H -1.599 5.666 0.568
H 1.496 6.518 4.353
H 1.845 5.740 5.895
H 0.193 6.002 5.450
H 2.969 4.638 3.282
H 2.652 2.989 3.885
H 3.207 4.225 4.988
H -1.510 2.105 5.100
H -1.793 3.241 6.444
H -0.155 2.867 5.939
H -3.027 3.460 3.707
H -2.853 5.230 3.703
H -3.240 4.426 5.183
```

Summary:
Energy, hartree: -2365.844678
Highest occupied orbital energy, eV: -7.57
Frontier orbital gap, eV: 6.5
Multiplicity: 1

=====

# C3H9NOS2

2 unconnected molecules or ions with the total composition C3H9NOS2 in a non-equilibrium geometry (the ωB97M-V functional and the def2-TZVPD basis, the Open Molecules 2025 dataset).

```
16
C3H9NOS2 (the ωB97M-V functional and the def2-TZVPD basis)
C -1.172 3.264 -0.064
S 0.250 2.191 0.181
S 0.520 1.443 -1.750
H -0.893 4.048 -0.765
H -1.368 3.690 0.941
H -2.024 2.671 -0.414
H -0.042 0.245 -1.492
C -0.395 -2.185 0.980
C 0.664 -2.292 -0.110
N 1.759 -1.465 0.006
O 0.552 -3.095 -1.043
H 0.031 -2.005 1.962
H -1.032 -3.057 0.984
H -0.994 -1.304 0.726
H 2.325 -1.404 -0.856
H 1.819 -0.748 0.714
```

Summary:
Relative energy (zero: lowest compared OMol25 entry of this formula, charge and spin), kcal/mol: 1.4
Energy, hartree: -1045.748055
Highest occupied orbital energy (spin up / spin down), eV: -12.99 / -12.98
Net charge: +1
Frontier orbital gap (spin up / spin down), eV: 7.6 / 3.7
Multiplicity: 2

=====

# C3H9N3O2

2 unconnected molecules or ions with the total composition C3H9N3O2 (the ωB97M-V functional and the def2-TZVPD basis, the Open Molecules 2025 dataset).

```
17
C3H9N3O2 (the ωB97M-V functional and the def2-TZVPD basis)
C -1.815 -1.610 1.514
N -0.893 1.329 -0.322
C -1.501 0.250 -0.026
N -0.955 -0.697 0.783
H -1.241 -2.413 1.966
H -2.498 -2.072 0.796
H -2.426 -1.114 2.272
H 0.894 1.783 -0.574
H -1.509 1.940 -0.847
H -2.467 -0.037 -0.442
H -0.145 -0.347 1.279
N 2.649 -0.169 -0.777
C 2.462 1.058 -1.393
O 1.860 1.977 -0.568
O 2.846 1.320 -2.495
H 2.292 -0.210 0.164
H 2.447 -0.987 -1.329
```

Summary:
Relative energy (zero: lowest compared OMol25 entry of this formula, charge and spin), kcal/mol: 33.3
Structure (SMILES): [H]/N=C/NC.NC(=O)O
Energy, hartree: -434.473074
Highest occupied orbital energy, eV: -9.84
Frontier orbital gap, eV: 10.4
Multiplicity: 1

=====

# C11H17BIrN8O2

A molecular structure, C11H17BIrN8O2 in a non-equilibrium geometry (the ωB97M-V functional and the def2-TZVPD basis, the Open Molecules 2025 dataset).

```
40
C11H17BIrN8O2 (the ωB97M-V functional and the def2-TZVPD basis)
Ir 0.000 0.516 0.000
C -0.479 -2.239 -3.140
C -0.866 -1.012 -2.637
N -0.222 -0.784 -1.476
N 0.554 -1.829 -1.240
C 0.426 -2.733 -2.227
B 1.444 -1.928 0.000
N 0.554 -1.829 1.240
C 0.426 -2.733 2.227
C -0.479 -2.239 3.140
C -0.866 -1.012 2.637
N -0.222 -0.784 1.476
N 2.403 -0.737 0.000
C 3.747 -0.771 0.000
C 4.205 0.528 0.000
C 3.067 1.312 0.000
N 1.979 0.516 0.000
H -0.814 -2.710 -4.055
H -1.572 -0.329 -3.089
H 0.949 -3.680 -2.281
H 2.051 -2.957 0.000
H 0.949 -3.680 2.281
H -0.813 -2.710 4.055
H -1.572 -0.329 3.089
H 4.351 -1.670 0.000
H 5.233 0.862 0.000
H 3.034 2.393 0.000
C -4.129 3.374 0.000
O -3.644 2.027 0.000
C -2.315 1.718 0.000
O -1.951 0.549 0.000
N -1.434 2.788 0.000
N -0.033 2.555 0.000
H -5.222 3.337 0.000
H -3.802 3.896 -0.904
H -3.802 3.896 0.903
H -1.777 3.740 0.000
H 0.321 2.949 0.866
H 0.321 2.949 -0.867
H 0.000 -1.208 0.000
```

Summary:
Relative energy (zero: lowest compared OMol25 entry of this formula, charge and spin), kcal/mol: 73.3
Energy, hartree: -1146.450858
Highest occupied orbital energy (spin up / spin down), eV: -6.60 / -11.20
Net charge: +1
Frontier orbital gap (spin up / spin down), eV: 3.7 / 6.2
Multiplicity: 5

=====

Number 1: molecular weight 101.10 g mol⁻¹. Number 2: molecular weight 56.06 g mol⁻¹. Number 3: molecular weight 502.52 g mol⁻¹. Number 4: molecular weight 139.25 g mol⁻¹. Number 5: molecular weight 119.12 g mol⁻¹. Number 6: molecular weight 496.34 g mol⁻¹.